[1]
Computed, not measured: a cluster of 5 separate species, C40H77BO15PS4Si in total at a distorted geometry, with ωB97M-V with the def2-TZVPD basis set.

XYZ file:
```
139
Properties=species:S:1:pos:R:3:mulliken_charge:R:1
C 1.1239 3.9738 -1.0075 0.46
C 0.2027 5.2857 -0.7188 -0.40
O -0.6464 5.6434 -1.8444 -0.46
P -2.0324 4.6522 -1.9424 0.96
O -1.9819 3.5835 -0.8174 -0.51
C -3.6682 5.5864 -1.7037 -0.90
C -4.9246 4.8845 -2.4404 -0.48
C -5.6336 3.7360 -1.5150 -0.64
B -4.9304 2.2992 -1.8620 1.21
O -4.4604 1.4264 -0.7655 -0.63
C -3.8346 0.3493 -1.5166 0.34
C -2.2440 0.2335 -1.4046 1.76
C -1.6814 -0.1616 0.0451 -0.01
O -2.6676 -0.6711 0.9779 -0.54
Si -2.5768 -2.3832 1.1563 0.85
C -2.5871 -3.2867 -0.5617 -0.46
C -1.0306 -3.0192 2.0858 -0.25
C -4.1142 -2.9930 2.1473 -1.18
C -4.4311 0.4465 -3.0557 0.34
C -4.8017 -1.0585 -3.4714 -0.23
C -4.8939 -1.3070 -5.0622 0.29
C -6.3291 -2.0299 -5.3457 -1.29
O -3.8414 -2.2120 -5.4882 -0.44
C -2.7339 -1.5165 -6.0953 -0.07
C -1.3022 -1.9470 -5.4718 0.45
C -0.0194 -1.8448 -6.3625 -0.63
C 1.3940 -2.2019 -5.8266 -0.54
C 1.5360 -2.6619 -4.3480 -0.31
C 0.3025 -2.8119 -3.4238 -0.30
C -1.0987 -2.4427 -4.0263 -0.07
O -5.5342 1.3843 -2.8538 -0.84
O -2.0896 3.9914 -3.5108 -0.33
C -0.9280 3.1753 -3.8114 0.41
C 0.0781 4.0699 -4.6836 -1.25
H 0.5561 3.0815 -0.5488 -0.22
H 2.1252 4.0206 -0.4583 -0.19
H 1.2257 3.7545 -2.1224 0.02
H -0.3563 5.2191 0.2711 0.24
H 0.9589 6.1535 -0.6034 0.34
H -3.5258 6.6374 -2.1626 0.30
H -3.8783 5.7627 -0.5858 0.40
H -4.6431 4.3787 -3.4331 0.15
H -5.7660 5.6323 -2.7043 0.35
H -6.7743 3.7535 -1.5939 0.24
H -5.3384 4.0117 -0.4322 0.16
H -3.8886 2.5889 -2.4032 -0.52
H -4.2565 -0.6364 -1.1046 -0.09
H -1.9037 -0.5737 -2.1388 -0.32
H -1.7461 1.2152 -1.7523 -1.25
H -1.1884 0.7860 0.4779 0.13
H -0.8310 -0.9396 -0.0574 0.03
H -3.4000 -4.1063 -0.5353 0.29
H -2.8722 -2.4824 -1.3256 -0.07
H -1.5557 -3.7515 -0.7454 0.06
H -0.8514 -4.1022 1.7199 0.27
H -0.0888 -2.3911 1.9585 -0.20
H -1.3141 -3.1208 3.2037 0.00
H -4.7490 -2.0997 2.4615 0.27
H -3.7276 -3.5030 3.1104 0.22
H -4.6701 -3.7868 1.5475 0.31
H -3.7171 0.9178 -3.8395 -0.36
H -5.7904 -1.3603 -2.9660 0.29
H -3.9654 -1.7326 -3.0561 -0.01
H -4.9381 -0.3232 -5.6572 0.31
H -7.1417 -1.2271 -5.5096 0.27
H -6.5914 -2.7051 -4.4598 0.33
H -6.2083 -2.6684 -6.2912 0.36
H -2.8023 -0.3771 -5.9021 0.13
H -2.7462 -1.6490 -7.2403 0.28
H -0.1172 -1.4837 -7.4454 0.23
H 2.3265 -2.1059 -6.4749 0.29
H 2.5570 -2.9095 -3.8817 0.26
H 0.3542 -3.1386 -2.3236 0.22
H -1.9795 -2.5482 -3.2979 0.28
H -0.4611 2.6826 -2.8961 -0.06
H -1.2756 2.3086 -4.4946 0.08
H -0.5006 4.6667 -5.4870 0.32
H 0.8887 3.4230 -5.1796 0.34
H 0.5783 4.8718 -4.0235 0.23
C 4.3257 -2.8207 1.5922 -0.76
C 4.7166 -3.7296 0.4248 -0.61
C 3.7350 -4.9035 0.4084 -0.77
S 2.2134 -4.2926 1.1254 1.04
O 1.9786 -4.9884 2.3701 -0.59
O 1.2059 -4.1963 0.0934 -0.55
C 2.8148 -2.6547 1.4988 -0.54
H 4.8382 -1.8576 1.5457 0.39
H 4.5923 -3.3009 2.5394 0.32
H 4.6385 -3.1709 -0.5136 0.26
H 5.7476 -4.0795 0.5127 0.36
H 3.5415 -5.2526 -0.6065 0.35
H 4.0905 -5.7310 1.0248 0.36
H 2.3640 -2.2946 2.4235 0.29
H 2.5411 -2.0013 0.6670 0.41
C 6.8411 4.7783 0.6565 -0.65
C 7.2628 4.0915 -0.6443 -0.64
C 6.6821 2.6761 -0.6252 -0.70
S 5.2044 2.7556 0.3813 1.17
O 5.4143 1.9595 1.5704 -0.72
O 4.0433 2.5900 -0.4617 -0.61
C 5.3569 4.4783 0.8198 -0.59
H 7.0320 5.8529 0.6280 0.36
H 7.4033 4.3566 1.4960 0.30
H 6.8561 4.6451 -1.4967 0.31
H 8.3492 4.0700 -0.7561 0.32
H 6.4189 2.3354 -1.6271 0.34
H 7.3698 1.9677 -0.1601 0.35
H 4.9956 4.6372 1.8360 0.38
H 4.7581 5.0567 0.1126 0.35
C -0.0175 -6.0573 5.8179 -0.74
C -0.8434 -5.3637 6.9034 -0.58
C 0.1284 -4.5840 7.7911 -0.69
S 1.5252 -4.1634 6.7537 1.13
O 2.6914 -4.8605 7.2478 -0.70
O 1.5251 -2.7377 6.5096 -0.59
C 0.9430 -5.0000 5.2902 -0.01
H -0.6487 -6.4580 5.0223 0.35
H 0.5443 -6.8889 6.2561 0.35
H -1.5515 -4.6719 6.4358 0.25
H -1.4240 -6.0800 7.4892 0.34
H -0.3237 -3.6696 8.1769 0.36
H 0.4938 -5.1955 8.6179 0.34
H 1.7849 -5.4199 4.7421 0.38
H 0.4200 -4.2668 4.6723 -0.14
C 1.2885 1.4942 5.0669 -0.70
C 2.3902 1.1450 4.0646 -0.56
C 2.9623 2.4610 3.5341 -0.01
S 2.7242 3.6692 4.8316 1.23
O 1.7899 4.6684 4.3656 -0.66
O 4.0086 4.0195 5.3992 -0.70
C 1.8725 2.5806 5.9604 -0.77
H 0.9765 0.6229 5.6465 0.36
H 0.4124 1.8778 4.5340 0.32
H 3.1781 0.5787 4.5721 0.27
H 2.0127 0.5229 3.2499 0.21
H 4.0251 2.3755 3.3102 0.06
H 2.4220 2.8040 2.6494 0.17
H 1.1150 3.1362 6.5128 0.43
H 2.6134 2.1679 6.6488 0.34
```

- charge = -1
- calculated total energy (Ha) = -4947.25971
- orbital gap (eV) = 5.245
- F_max (eV/Å) = 4.58
- highest occupied orbital energy (eV) = -3.81

[2]
Computed, not measured: the molecule C4H3N3 at a distorted geometry, with ωB97M-V with the def2-TZVPD basis set.

XYZ file:
```
10
Properties=species:S:1:pos:R:3:nbo_charge:R:1
C -1.3328 0.1264 0.0072 -0.26
C -0.7757 -1.2031 0.0031 -0.40
C -0.3237 1.0290 -0.0101 -0.06
C 0.5653 -1.0953 -0.0144 0.25
N 2.9799 -0.1254 0.0155 -0.01
N 2.0878 0.6180 0.0094 0.05
N 0.8540 0.3075 -0.0198 -0.28
H -2.3825 0.3428 0.0081 0.23
H -1.3624 -2.0977 0.0084 0.24
H -0.3099 2.0978 -0.0074 0.23
```

- calculated total energy (Ha) = -318.27806
- orbital gap (spin up / spin down) (eV) = 7.390 / 9.314
- F_max (eV/Å) = 4.03
- highest occupied orbital energy (spin up / spin down) (eV) = -9.02 / -9.48
- energy above the lowest of the compared OMol25 structures with the same formula, charge and spin (eV) = 5.624

[3]
Computed, not measured: the molecule C3H5NO at a distorted geometry, with ωB97M-V with the def2-TZVPD basis set.

XYZ file:
```
10
Properties=species:S:1:pos:R:3:nbo_charge:R:1
C -0.1128 1.3133 0.3820 -0.27
O -0.3758 0.5560 -0.7989 -0.51
C 0.2352 -0.7089 -0.7497 -0.16
C -0.2872 -1.6694 0.2967 0.24
N -0.5815 -2.4436 1.0871 -0.30
H 0.9295 1.6644 0.5143 0.18
H -0.7533 2.1914 0.3199 0.20
H -0.5088 0.7404 1.2043 0.18
H 1.3067 -0.5737 -0.4521 0.21
H 0.1480 -1.0699 -1.8036 0.24
```

- calculated total energy (Ha) = -247.25919
- orbital gap (eV) = 11.797
- F_max (eV/Å) = 1.44
- highest occupied orbital energy (eV) = -11.01
- SMILES = COCC#N
- energy above the lowest of the compared OMol25 structures with the same formula, charge and spin (eV) = 1.307

[4]
Computed, not measured: the molecule C3H7NO2 at a distorted geometry, with ωB97M-V with the def2-TZVPD basis set.

XYZ file:
```
13
Properties=species:S:1:pos:R:3:nbo_charge:R:1
O 0.0694 -3.0030 1.2210 -0.50
C -0.3849 -1.8605 1.2854 0.44
C -0.4209 -0.8222 0.1335 -0.33
N 0.1320 0.5100 0.4759 -0.64
C 0.0584 1.5134 -0.5466 0.09
O 0.6119 1.2188 -1.8713 -0.74
H -0.7634 -1.2592 2.1747 0.11
H 0.0138 -1.3083 -0.6845 0.20
H -1.5760 -0.7655 -0.1156 0.21
H 1.0749 0.4392 0.8455 0.36
H 0.6106 2.4986 -0.3643 0.17
H -0.9259 1.6400 -0.6814 0.17
H 1.5003 1.1988 -1.8723 0.46
```

- calculated total energy (Ha) = -323.67520
- orbital gap (eV) = 10.685
- F_max (eV/Å) = 5.68
- highest occupied orbital energy (eV) = -9.95
- SMILES = O=CCNCO
- energy above the lowest of the compared OMol25 structures with the same formula, charge and spin (eV) = 2.878